*one*
# C3H5O3

An isolated ion of composition C3H5O3 and charge -1 (ωB97M-V with the def2-TZVPD basis set, the Open Molecules 2025 dataset).

Properties
- Net charge: -1
- Orbital gap: 6.23 eV
- Spin multiplicity: 1

The geometry in XYZ format:
```
11
C3H5O3 | the Open Molecules 2025 dataset | ωB97M-V with the def2-TZVPD basis set
C -0.7569 0.2780 -2.1854
C -0.2304 0.4877 -0.9716
O -0.5542 -0.2413 0.1063
C 0.1600 0.0507 1.3257
O -0.6846 -0.4657 2.3162
H -1.5223 -0.4812 -2.3567
H 0.5526 1.2355 -0.7978
H -0.3724 0.8399 -3.0358
H -0.2270 -0.3692 3.1530
O 1.4363 -0.9502 1.2869
H 2.1988 -0.3842 1.1591
```

*two*
# C3H5O3

A 2-piece molecular cluster, C3H5O3 overall (ωB97M-V with the def2-TZVPD basis set, the Open Molecules 2025 dataset).

Properties
- Net charge: -1
- Orbital gap: 5.83 eV
- Spin multiplicity: 1

The geometry in XYZ format:
```
11
C3H5O3 | the Open Molecules 2025 dataset | ωB97M-V with the def2-TZVPD basis set
H 2.1003 0.8930 0.5753
O 2.9058 0.3863 0.7008
O 3.8350 -1.2895 -1.9080
C 2.6519 -1.5269 -1.3697
C 4.8975 -2.0632 -1.2822
O 2.7446 -2.6053 -0.6132
C 4.1250 -2.9820 -0.3497
H 5.5649 -1.3696 -0.7594
H 5.4381 -2.5894 -2.0757
H 4.3325 -2.8054 0.7110
H 4.2323 -4.0457 -0.5839
```

So which one is most stable? That would be *one*, about 0.670 eV below the next structure.

*one*
# C3H5O3

A 2-piece molecular cluster, C3H5O3 overall (ωB97M-V with the def2-TZVPD basis set, the Open Molecules 2025 dataset).

Properties
- Net charge: -1
- Orbital gap: 8.39 eV
- Spin multiplicity: 1

The geometry in XYZ format:
```
11
C3H5O3 | the Open Molecules 2025 dataset | ωB97M-V with the def2-TZVPD basis set
O -2.4594 0.9704 -1.2136
C -1.4928 0.8098 -0.4936
C -0.0732 1.3764 -0.5517
H -1.6586 0.2768 0.4522
H 0.2452 1.7619 0.4342
H 0.1929 2.0181 -1.4031
H 0.5607 0.4884 -0.6445
O 0.3519 -1.5444 1.3002
C 1.4536 -0.9424 0.9815
O 2.0346 -0.8934 -0.1042
H 1.9179 -0.2688 1.6846
```

*two*
# C3H5O3

An isolated ion of composition C3H5O3 and charge -1 (ωB97M-V with the def2-TZVPD basis set, the Open Molecules 2025 dataset).

Properties
- Net charge: -1
- Orbital gap: 7.66 eV
- SMILES string: O=C([O-])CCO
- Spin multiplicity: 1

The geometry in XYZ format:
```
11
C3H5O3 | the Open Molecules 2025 dataset | ωB97M-V with the def2-TZVPD basis set
O 2.1181 0.3480 0.8641
C 0.9386 0.7699 1.1368
O 0.5500 1.7556 1.7581
C -0.0831 -0.2596 0.5839
C -0.5213 0.0796 -0.8391
O -1.0303 -1.0811 -1.5451
H 0.3229 -1.2817 0.4895
H -0.9479 -0.2724 1.2637
H 0.2205 0.6803 -1.3464
H -1.3604 0.8282 -0.7295
H -0.2070 -1.5669 -1.6359
```

So which one is most stable? That would be *two*, about 0.201 eV below the next structure.